C9H56N2O18 | ωB97M-V/def2-TZVPD

Last column: Mulliken charge in e.
Positions of all 85 atoms, in Å:
N -4.568 -0.246 -0.726  -0.218
H -4.805 0.702 -0.452  0.355
H -3.592 -0.544 -0.552  -0.136
H -4.666 -0.240 -1.746  0.398
H -5.228 -0.959 -0.423  0.379
C 0.005 0.127 2.056  -0.659
C -0.549 0.824 0.838  1.414
C 0.296 2.034 0.437  -0.066
C 1.555 1.656 -0.301  0.812
C 1.152 0.883 -1.521  -1.671
C 0.424 -0.432 -1.169  2.171
N -0.772 -0.029 -0.332  1.772
O -1.856 -0.952 -0.282  0.095
C 1.344 -1.437 -0.497  -0.109
C 0.056 -1.061 -2.508  -2.222
C -1.879 1.502 1.327  -1.357
H -0.747 -0.564 2.442  -0.244
H 0.197 0.786 2.909  0.399
H 0.897 -0.489 1.947  0.129
H 0.499 2.539 1.389  0.751
H -0.351 2.757 -0.066  -0.196
H 2.108 1.090 0.452  -0.045
H 2.270 2.447 -0.518  -1.405
H 2.078 0.712 -2.086  0.377
H 0.655 1.561 -2.221  0.256
H 0.859 -2.134 0.183  -1.190
H 2.139 -0.988 0.107  0.317
H 1.926 -2.116 -1.128  0.281
H -0.673 -0.516 -3.121  0.316
H -0.348 -2.067 -2.422  0.383
H 0.921 -0.972 -3.167  0.258
H -1.782 2.289 2.078  0.303
H -2.591 0.789 1.749  0.144
H -2.394 2.047 0.531  -0.208
O -3.155 3.894 -1.210  -0.634
H -3.021 4.226 -0.309  0.343
H -2.560 4.411 -1.761  0.285
O 3.352 2.068 2.310  -0.692
H 2.676 2.011 1.619  0.397
H 4.181 2.170 1.832  0.311
O -2.791 -2.550 -2.587  -0.732
H -2.160 -2.112 -1.981  0.343
H -2.327 -2.606 -3.425  0.307
O 1.508 -3.788 -4.414  -0.566
H 0.560 -3.823 -4.246  0.302
H 1.597 -4.027 -5.342  0.278
O 0.269 5.377 3.046  -0.623
H 0.143 6.033 3.740  0.296
H -0.217 4.602 3.355  0.343
O 3.023 -0.654 -5.098  -0.585
H 2.469 -1.175 -5.688  0.252
H 3.242 0.138 -5.600  0.277
O -2.557 0.946 4.695  -0.636
H -1.944 0.324 5.095  0.300
H -2.857 0.502 3.894  0.354
O 3.617 4.587 -0.975  -0.682
H 4.429 4.148 -1.248  0.318
H 3.007 3.870 -0.780  -0.058
O -3.966 -2.128 2.980  -0.643
H -4.229 -2.706 3.702  0.279
H -3.010 -2.034 3.078  0.275
O -1.645 4.787 0.911  -0.655
H -0.958 4.608 0.261  0.310
H -1.167 4.916 1.744  0.247
O -1.202 -3.166 1.525  -0.810
H -1.612 -2.436 1.011  0.088
H -0.264 -3.074 1.342  0.105
O 4.640 -3.486 -2.253  -0.660
H 3.905 -3.963 -1.851  0.320
H 4.439 -2.545 -2.104  0.371
O -1.206 -1.731 4.491  -0.549
H -0.782 -1.631 5.351  0.259
H -1.456 -2.662 4.452  0.260
O -2.893 1.191 -2.248  -0.840
H -3.012 2.028 -1.774  0.401
H -2.092 0.806 -1.857  0.212
O 1.488 -2.751 3.038  -0.620
H 0.642 -3.171 3.235  0.304
H 1.564 -2.048 3.691  0.293
O 4.689 -0.801 -2.830  -0.665
H 3.863 -0.786 -3.339  0.367
H 5.381 -0.821 -3.496  0.282
O 1.832 -4.656 0.561  -0.617
H 1.913 -3.900 1.150  0.316
H 2.078 -5.412 1.102  0.292

Results
Multiplicity ... 1
Total charge ... 0
Orbital gap ... 6.36 eV

C9H56O27S2Tl | ωB97M-V/def2-TZVPD

Last column: Mulliken charge in e.
Positions of all 95 atoms, in Å:
Tl 0.390 -0.575 1.551  2.355
S -1.890 1.413 2.094  0.142
O -2.554 0.565 1.070  -0.366
O -1.058 2.398 1.449  -0.507
O -2.807 1.936 3.071  -0.686
O -0.857 0.514 3.005  -0.509
S 2.945 -2.208 0.550  1.415
O 2.726 -3.490 -0.121  -0.836
O 2.977 -2.350 2.010  -0.928
O 4.031 -1.319 0.138  -0.829
O 1.673 -1.398 0.113  -0.490
C 4.016 0.088 -4.157  -1.521
C 3.600 0.984 -3.014  0.661
C 2.810 2.212 -3.506  -1.267
O 2.719 0.394 -2.158  -0.038
H 4.538 0.693 -4.874  0.422
H 3.132 -0.306 -4.600  0.278
H 4.605 -0.710 -3.715  0.393
H 4.576 1.263 -2.563  0.206
H 1.841 1.908 -3.963  0.274
H 3.338 2.879 -4.207  0.415
H 2.637 2.888 -2.677  0.236
H 3.105 -0.339 -1.648  -0.056
C -0.906 -2.466 -5.065  -1.411
C -1.895 -3.505 -4.679  0.868
C -2.967 -3.533 -5.706  -1.518
O -1.226 -4.711 -4.581  -0.587
H -1.437 -1.568 -5.295  0.415
H -0.425 -2.767 -6.002  0.368
H -0.243 -2.275 -4.250  0.268
H -2.376 -3.299 -3.735  0.202
H -3.825 -4.089 -5.314  0.356
H -2.602 -4.171 -6.524  0.330
H -3.313 -2.577 -6.016  0.383
H -1.705 -5.301 -4.024  0.333
C -5.965 2.590 -2.035  -1.554
C -5.205 2.042 -0.876  0.855
C -6.183 1.469 0.118  -1.205
O -4.382 1.037 -1.299  -0.514
H -6.599 3.397 -1.692  0.407
H -6.678 1.827 -2.368  0.332
H -5.335 2.980 -2.820  0.370
H -4.606 2.828 -0.426  0.187
H -6.722 2.322 0.442  0.342
H -5.656 1.036 0.975  0.328
H -6.771 0.771 -0.488  0.311
H -3.737 0.935 -0.560  0.210
O 1.769 0.881 2.840  -0.412
H 1.626 1.850 2.737  0.116
H 2.667 0.672 3.125  0.358
O 0.572 -2.260 3.066  -0.140
H 0.021 -2.580 3.808  0.174
H 1.479 -2.564 3.081  0.170
O 0.928 1.199 0.242  0.086
H 0.329 1.935 0.544  0.161
H 1.683 1.441 -0.334  -0.119
O -1.482 5.145 0.660  -0.689
H -1.839 4.329 0.959  0.294
H -1.564 5.282 -0.280  0.299
O -1.367 -1.977 0.617  -0.313
H -1.080 -2.823 0.152  0.334
H -1.656 -1.272 -0.067  0.277
O -0.231 -4.280 -0.014  -0.701
H 0.090 -4.582 0.845  0.332
H 0.573 -3.897 -0.373  0.315
O 0.587 3.455 3.341  -0.660
H 0.687 3.366 4.330  0.264
H -0.295 3.141 3.057  0.300
O 2.693 -4.879 3.214  -0.655
H 3.396 -5.526 3.185  0.259
H 2.841 -4.175 2.525  0.406
O 4.755 1.449 1.239  -0.721
H 4.207 0.673 0.874  0.400
H 5.591 1.336 0.741  0.257
O -0.734 -3.329 5.668  -0.685
H -1.548 -2.922 5.334  0.309
H -0.326 -2.587 6.157  0.334
O -0.204 0.710 6.285  -0.648
H 0.377 1.254 5.734  0.292
H -0.870 0.372 5.742  0.321
O -1.940 -1.864 3.352  -0.637
H -2.449 -2.227 2.597  0.210
H -1.804 -0.949 3.113  0.270
O 3.918 4.033 1.688  -0.670
H 4.180 3.161 1.369  0.381
H 3.362 3.833 2.455  0.306
O 1.549 4.748 -0.733  -0.616
H 0.730 4.956 -0.325  0.286
H 2.201 4.650 -0.039  0.337
O -1.120 0.351 -1.427  -0.557
H -0.320 -0.124 -1.757  0.355
H -0.718 0.781 -0.693  0.242
O 4.313 -0.093 3.614  -0.759
H 3.831 -0.845 3.190  0.326
H 4.859 0.339 2.937  0.373

Results
Multiplicity ... 1
Total charge ... -1
Orbital gap ... 8.56 eV

C9H5BrN2O2S | ωB97M-V/def2-TZVPD

Last column: Mulliken charge in e.
Positions of all 20 atoms, in Å:
C -1.133 0.946 -3.497  0.345
C -2.015 -0.327 1.986  -0.627
C -1.095 0.126 2.923  -0.178
C -1.555 -0.705 0.722  -0.295
C 0.235 0.345 2.662  -0.789
C -0.235 -0.406 0.360  0.542
C 0.613 0.088 1.355  0.582
C 0.396 -0.699 -0.909  -0.772
C 1.678 -0.287 -0.846  0.028
N -1.807 0.196 -3.981  -0.371
N 2.590 -0.205 -1.895  0.966
O 2.301 -0.624 -3.028  -0.547
O 3.755 0.133 -1.627  -0.594
S 2.235 0.309 0.675  -0.189
Br -0.081 2.078 -2.657  0.118
H -3.094 -0.325 2.291  0.312
H -1.400 0.436 3.946  0.296
H -2.167 -1.299 0.010  0.372
H 0.907 0.780 3.387  0.388
H -0.127 -0.559 -1.877  0.413

Results
Multiplicity ... 1
Relative energy (zero: lowest compared OMol25 entry of this formula, charge and spin) ... 0.00 kJ/mol
Total charge ... 0
SMILES ... O=[N+]([O-])c1cc2ccccc2s1.N#CBr
Orbital gap ... 7.77 eV

C9H5Cl3 | ωB97M-V/def2-TZVPD

Last column: Mulliken charge in e.
Positions of all 17 atoms, in Å:
C 2.745 -0.195 -0.175  -0.278
C 2.095 -0.007 1.063  -0.514
C 2.061 -0.485 -1.315  -0.488
C 0.736 -0.101 1.123  -0.290
C 0.673 -0.838 -1.198  -0.524
C -0.002 -0.580 0.028  0.586
C -1.423 -0.834 0.016  -0.695
C -2.474 -1.298 0.334  0.313
C -3.382 2.780 0.840  0.036
Cl -4.020 -1.909 0.160  -0.128
Cl -1.838 2.837 0.097  -0.012
Cl -4.492 1.852 -0.109  -0.031
H 3.800 -0.223 -0.344  0.378
H 2.753 0.376 1.919  0.270
H 2.396 -0.344 -2.356  0.335
H 0.138 0.149 1.952  0.520
H 0.234 -1.181 -2.034  0.523

Results
Multiplicity ... 1
Relative energy (zero: lowest compared OMol25 entry of this formula, charge and spin) ... 90.11 kJ/mol
Total charge ... 0
Orbital gap ... 7.88 eV

C9H5FeN3OS6 | ωB97M-V/def2-TZVPD

Last column: Mulliken charge in e.
Positions of all 25 atoms, in Å:
Fe -2.031 1.022 -1.994  -0.430
O 2.210 0.282 3.217  -0.591
C 1.041 -0.467 1.152  -0.490
S 0.691 -1.220 -2.749  -0.273
C 0.746 -1.075 -0.980  -0.150
C -1.055 0.654 -0.346  0.604
S -1.418 2.293 -0.216  -0.269
S -2.345 -0.567 -0.409  -0.394
S -0.682 2.021 -3.171  -0.207
C 1.401 -3.098 1.935  -1.395
C 1.198 -1.887 1.041  0.647
C 1.668 0.474 2.013  0.457
C 1.835 1.649 1.143  -0.776
N 1.341 1.423 -0.085  -0.820
C 0.517 0.178 -0.075  1.757
S -0.858 0.096 -3.615  -0.077
N 1.031 -2.179 -0.340  -0.693
H 2.405 -3.084 2.414  0.307
H 1.305 -3.998 1.332  0.368
H 0.619 -3.116 2.751  0.293
H 1.989 -0.658 3.467  0.308
H 2.304 2.618 1.307  0.399
S -4.100 1.624 -1.959  -0.260
C -4.567 3.039 -2.769  0.353
N -5.247 3.976 -3.065  -0.666

Results
Multiplicity ... 5
Total charge ... -2
⟨S²⟩ ... 6.147
Orbital gap (spin up / spin down) ... 3.76 / 5.81 eV

C9H5MnNO4 | ωB97M-V/def2-TZVPD

Last column: Mulliken charge in e.
Positions of all 20 atoms, in Å:
Mn -0.812 -0.462 -1.351  0.248
O -2.301 -2.886 -0.470  -0.094
C -1.717 -1.938 -0.812  0.406
C -1.658 1.150 -1.505  0.400
O -2.112 2.217 -1.618  -0.092
C 0.722 -0.628 -2.329  0.395
O 1.711 -0.640 -2.945  -0.091
C -1.625 -0.808 -2.947  0.408
O -2.114 -0.979 -3.987  -0.078
C 1.496 0.795 2.616  -0.060
C 0.659 -0.317 2.639  -0.821
C -0.026 -0.701 1.485  0.115
N 0.112 -0.004 0.333  0.020
C 0.922 1.081 0.293  0.161
C 1.625 1.502 1.420  -0.911
H 2.040 1.113 3.503  0.449
H 0.521 -0.903 3.543  0.421
H -0.686 -1.564 1.474  0.296
H 0.987 1.598 -0.669  0.419
H 2.256 2.376 1.328  0.408

Results
Multiplicity ... 6
Total charge ... +2
⟨S²⟩ ... 8.774
Orbital gap (spin up / spin down) ... 7.74 / 5.80 eV

C9H62CdNO23 | ωB97M-V/def2-TZVPD

Last column: Mulliken charge in e.
Positions of all 96 atoms, in Å:
Cd 15.584 1.134 1.556  0.629
C 17.739 1.138 5.482  -0.990
C 18.741 1.623 4.412  2.056
C 20.156 1.357 4.980  -1.736
C 20.677 -0.086 4.860  -0.069
C 20.556 -0.551 3.408  -1.117
C 19.121 -0.374 2.879  2.593
N 18.653 0.994 3.103  0.250
O 17.422 1.175 2.496  0.617
C 18.220 -1.432 3.560  -1.860
C 19.153 -0.712 1.395  -1.232
C 18.647 3.138 4.254  -0.701
H 17.348 1.966 6.078  0.206
H 18.149 0.329 6.081  0.216
H 16.810 0.782 5.012  -0.065
H 20.087 1.548 6.055  0.681
H 20.970 1.999 4.633  0.282
H 20.062 -0.765 5.460  -0.171
H 21.722 -0.144 5.165  0.445
H 20.890 -1.592 3.361  0.596
H 21.330 -0.015 2.857  -0.220
H 17.900 -1.235 4.582  0.157
H 18.677 -2.424 3.553  0.531
H 17.302 -1.453 2.962  0.011
H 18.157 -0.887 0.970  -0.161
H 19.812 -1.525 1.091  0.517
H 19.422 0.169 0.797  0.211
H 17.626 3.396 3.944  0.047
H 19.308 3.503 3.474  0.176
H 18.811 3.631 5.204  -0.326
O 16.282 2.283 -0.096  -0.467
H 17.154 2.121 -0.501  0.265
H 15.804 2.855 -0.710  0.286
O 21.614 6.364 2.495  -0.660
H 22.357 6.121 1.936  0.296
H 20.906 5.742 2.257  0.362
O 20.963 2.048 1.424  -0.403
H 21.824 1.750 1.746  0.271
H 20.343 1.868 2.165  -0.272
O 17.118 4.219 7.799  -0.578
H 16.236 3.876 7.623  0.205
H 17.194 4.241 8.760  0.299
O 18.200 0.625 -1.948  -0.601
H 18.125 1.227 -2.698  0.292
H 19.154 0.533 -1.812  0.322
O 14.625 0.042 6.456  -0.556
H 15.331 -0.177 7.076  0.287
H 13.841 -0.403 6.800  0.261
O 17.019 -4.447 4.726  -0.568
H 17.102 -4.568 3.776  0.265
H 17.009 -5.342 5.083  0.290
O 15.723 -0.654 0.082  -0.470
H 16.117 -0.832 -0.784  0.262
H 15.278 -1.475 0.338  0.263
O 19.877 4.766 7.135  -0.609
H 18.959 4.488 7.006  0.270
H 19.831 5.426 7.834  0.285
O 21.282 -0.691 -1.544  -0.623
H 21.580 -1.232 -2.285  0.283
H 20.757 -1.290 -0.995  0.334
O 21.517 2.645 -1.200  -0.656
H 22.119 3.101 -0.605  0.306
H 21.112 1.963 -0.649  0.338
O 14.733 -0.349 2.762  -0.454
H 14.658 -1.267 2.435  0.176
H 14.429 -0.365 3.679  0.247
O 23.241 -0.226 0.745  -0.612
H 23.938 -0.805 0.419  0.269
H 22.497 -0.362 0.138  0.349
O 19.588 4.748 1.175  -0.696
H 18.645 4.560 1.215  0.271
H 20.014 3.891 1.342  0.323
O 14.698 2.964 5.765  -0.644
H 14.675 2.009 5.937  0.359
H 14.338 3.375 6.558  0.287
O 22.157 -3.227 1.024  -0.597
H 22.780 -2.532 1.273  0.278
H 22.459 -3.529 0.161  0.301
O 15.043 -3.047 2.092  -0.635
H 14.748 -3.420 2.934  0.317
H 15.836 -3.548 1.868  0.277
O 20.353 -4.094 5.052  -0.603
H 20.212 -3.320 5.619  0.276
H 21.302 -4.126 4.895  0.275
O 14.763 2.567 2.952  -0.457
H 15.306 2.897 3.692  0.261
H 13.865 2.853 3.156  0.309
O 23.689 1.465 6.856  -0.597
H 24.400 1.198 7.450  0.300
H 22.894 1.071 7.229  0.300
O 20.014 -2.456 7.534  -0.650
H 20.914 -2.504 7.876  0.317
H 19.687 -1.596 7.821  0.298
O 24.674 -1.388 4.857  -0.600
H 24.154 -1.328 5.664  0.300
H 24.166 -1.961 4.274  0.298

Results
Multiplicity ... 1
Relative energy (zero: lowest compared OMol25 entry of this formula, charge and spin) ... 132.94 kJ/mol
Total charge ... +1
Orbital gap ... 5.88 eV